# 1
# C4H6N2

C4H6N2 in the gas phase at a distorted geometry (ωB97M-V/def2-TZVPD, the Open Molecules 2025 dataset).

HOMO-LUMO gap: 7.57 eV
M: 82.11 g mol⁻¹

Cartesian coordinates (Å):
C: 1.216 0.585 -0.802
C: -0.263 0.146 -1.032
C: -1.835 -0.687 0.604
C: 1.350 0.069 0.649
N: 0.294 -0.408 1.122
N: -0.692 -0.325 0.122
H: 2.026 0.202 -1.558
H: -0.836 -0.225 -1.886
H: -1.800 -0.914 1.730
H: -2.831 -0.304 0.118
H: 2.413 0.193 1.220
H: 0.958 1.669 -0.287

# 2
# C4H6N2

C4H6N2 in the gas phase at a distorted geometry (ωB97M-V/def2-TZVPD, the Open Molecules 2025 dataset).

HOMO-LUMO gap (spin up / spin down): 7.87 / 7.72 eV
M: 82.11 g mol⁻¹

Cartesian coordinates (Å):
C: -1.078 1.456 -0.057
C: -1.908 0.331 0.085
C: 0.698 -0.857 -0.094
C: 1.150 0.527 -0.094
N: 0.249 1.567 -0.031
N: -2.592 -0.638 -0.219
H: -1.461 2.490 -0.007
H: 1.205 -1.643 -0.612
H: -0.165 -1.121 0.515
H: 1.681 0.713 0.842
H: 1.991 0.818 -0.901
H: -3.053 -1.160 0.562

# 3
# C4H6N2

A molecular structure, C4H6N2 at a distorted geometry (ωB97M-V/def2-TZVPD, the Open Molecules 2025 dataset).

HOMO-LUMO gap: 9.49 eV
M: 82.11 g mol⁻¹

Cartesian coordinates (Å):
C: -1.372 0.788 -0.029
C: -0.465 -0.328 0.392
N: 0.100 -1.272 -0.607
C: 0.975 -0.412 0.141
C: 1.976 0.588 -0.416
N: 2.852 0.164 0.252
H: -0.969 1.309 -0.902
H: -2.358 0.378 -0.279
H: -1.498 1.514 0.781
H: -0.739 -0.834 1.319
H: -0.069 -0.955 -1.560
H: 1.567 -0.940 0.907

# 4
# C4H6N2

C4H6N2 in the gas phase (ωB97M-V/def2-TZVPD, the Open Molecules 2025 dataset).

HOMO-LUMO gap: 10.91 eV
SMILES string: N#CCN1CC1
M: 82.11 g mol⁻¹

Cartesian coordinates (Å):
N: 2.704 0.404 -0.106
C: 1.669 -0.075 0.035
C: 0.391 -0.764 0.197
N: -0.657 -0.080 -0.522
C: -1.331 0.970 0.222
C: -1.995 -0.330 -0.045
H: 0.467 -1.794 -0.194
H: 0.177 -0.881 1.268
H: -1.536 1.840 -0.364
H: -0.969 1.192 1.224
H: -2.105 -1.008 0.804
H: -2.770 -0.421 -0.798

# 5
# C4H6N2

C4H6N2 in the gas phase at a distorted geometry (ωB97M-V/def2-TZVPD, the Open Molecules 2025 dataset).

HOMO-LUMO gap: 11.13 eV
SMILES string: N#CC[C@H]1CN1
M: 82.11 g mol⁻¹

Cartesian coordinates (Å):
N: -2.601 -0.485 -1.454
C: -1.874 0.130 -0.798
C: -0.895 0.845 0.029
C: 0.137 -0.130 0.567
C: 1.128 -0.719 -0.357
N: 1.513 0.343 0.574
H: -0.384 1.597 -0.582
H: -1.412 1.374 0.837
H: -0.202 -0.752 1.395
H: 1.115 -0.427 -1.405
H: 1.454 -1.740 -0.171
H: 2.022 -0.037 1.367

# 6
# C4H6N2

C4H6N2 in the gas phase at a distorted geometry (ωB97M-V/def2-TZVPD, the Open Molecules 2025 dataset).

HOMO-LUMO gap: 11.37 eV
SMILES string: C/C=N/CC#N
M: 82.11 g mol⁻¹

Cartesian coordinates (Å):
C: -1.816 0.935 -0.051
C: -0.773 -0.092 0.244
N: 0.087 -0.399 -0.635
C: 1.281 -1.082 -0.165
C: 2.312 -0.028 -0.161
N: 3.020 0.885 -0.170
H: -1.619 1.356 -1.039
H: -2.842 0.561 0.005
H: -1.709 1.729 0.699
H: -0.715 -0.481 1.275
H: 1.578 -1.880 -0.852
H: 1.196 -1.503 0.850

# 7
# C4H6N2

C4H6N2 in the gas phase at a distorted geometry (ωB97M-V/def2-TZVPD, the Open Molecules 2025 dataset).

HOMO-LUMO gap: 9.37 eV
SMILES string: Cc1cnc[nH]1
M: 82.11 g mol⁻¹

Cartesian coordinates (Å):
C: -1.696 1.217 -0.423
C: -0.530 0.422 0.085
C: 0.653 0.622 0.758
N: 1.538 -0.384 0.553
C: 0.914 -1.283 -0.218
N: -0.370 -0.839 -0.449
H: -1.929 1.920 0.421
H: -1.385 1.873 -1.235
H: -2.565 0.589 -0.606
H: 0.819 1.491 1.353
H: 1.415 -2.140 -0.620
H: -0.798 -1.062 -1.337

# 8
# C4H6N2

A molecular structure, C4H6N2 (ωB97M-V/def2-TZVPD, the Open Molecules 2025 dataset).

HOMO-LUMO gap: 10.66 eV
M: 82.11 g mol⁻¹

Cartesian coordinates (Å):
C: 1.125 1.259 0.793
C: 0.162 0.303 0.162
C: -0.182 -0.979 0.594
N: -1.102 -1.511 -0.241
C: -1.218 -0.497 -1.239
N: -0.478 0.590 -0.985
H: 1.264 1.034 1.855
H: 0.757 2.283 0.691
H: 2.103 1.205 0.302
H: 0.204 -1.548 1.431
H: -0.599 -1.611 -1.412
H: -2.035 -0.526 -1.951

# 9
# C4H6N2O

C4H6N2O in the gas phase at a distorted geometry (ωB97M-V/def2-TZVPD, the Open Molecules 2025 dataset).

HOMO-LUMO gap: 7.89 eV
M: 98.10 g mol⁻¹

Cartesian coordinates (Å):
C: 1.969 0.071 0.256
C: 0.788 0.921 0.259
C: -0.548 0.268 0.746
C: -0.032 -1.811 -0.617
N: 0.859 -1.688 0.549
N: -0.446 -1.173 0.599
O: 3.055 -0.136 -0.074
H: 1.022 1.885 0.712
H: 0.826 0.994 -0.943
H: -0.613 0.608 1.737
H: -1.498 0.445 0.281
H: 0.230 -1.131 -1.570
H: -0.309 -2.732 -0.913

# 10
# C4H6N2O

A molecular structure, C4H6N2O at a distorted geometry (ωB97M-V/def2-TZVPD, the Open Molecules 2025 dataset).

HOMO-LUMO gap: 9.90 eV
M: 98.10 g mol⁻¹

Cartesian coordinates (Å):
C: -0.022 -1.127 0.484
C: 1.223 -0.761 -0.266
O: 0.841 0.129 -1.331
C: -0.201 0.915 -1.001
N: -0.561 1.903 -1.696
C: -0.815 0.405 0.246
N: -1.652 0.792 1.106
H: -0.624 -1.911 0.003
H: 0.223 -1.494 1.514
H: -1.127 -0.186 1.373
H: 1.723 -1.602 -0.738
H: 1.929 -0.242 0.395
H: -1.383 2.330 -1.265

# 11
# C4H6N2O

2 unconnected molecules or ions with the total composition C4H6N2O at a distorted geometry (ωB97M-V/def2-TZVPD, the Open Molecules 2025 dataset).

HOMO-LUMO gap (spin up / spin down): 6.31 / 8.58 eV
M: 98.10 g mol⁻¹

Cartesian coordinates (Å):
C: -1.869 0.132 0.050
C: -0.822 0.267 -0.787
N: -0.356 -0.881 -1.368
O: 0.942 -0.617 -1.591
C: 1.312 0.570 -0.969
N: 1.215 -0.748 0.979
C: 0.191 1.283 -0.699
H: -2.320 -0.849 0.132
H: 0.528 -0.661 1.781
H: -2.381 0.983 0.481
H: 1.853 0.012 1.210
H: 1.654 -1.688 0.920
H: 0.053 2.196 -0.140

# 12
# C4H6N2O

C4H6N2O in the gas phase (ωB97M-V/def2-TZVPD, the Open Molecules 2025 dataset).

HOMO-LUMO gap: 10.10 eV
SMILES string: C1=NCN[C@@]12CO2
M: 98.10 g mol⁻¹

Cartesian coordinates (Å):
C: 0.915 0.933 -0.373
N: 1.637 0.679 0.638
C: 1.085 -0.510 1.278
N: 0.103 -1.069 0.343
C: -0.219 -0.024 -0.569
C: -1.570 0.348 -0.998
O: -0.661 -0.322 -1.874
H: 1.114 1.768 -1.043
H: 0.634 -0.203 2.233
H: 1.893 -1.216 1.494
H: -0.700 -1.500 0.782
H: -1.824 1.376 -1.261
H: -2.408 -0.259 -0.650

# 13
# C4H6N2O

C4H6N2O in the gas phase at a distorted geometry (ωB97M-V/def2-TZVPD, the Open Molecules 2025 dataset).

HOMO-LUMO gap (spin up / spin down): 8.05 / 7.08 eV
M: 98.10 g mol⁻¹

Cartesian coordinates (Å):
N: -2.474 0.308 -0.599
C: -1.216 0.187 -0.564
O: -0.732 -1.034 -0.163
C: 0.659 -1.229 -0.318
C: 1.438 -0.558 0.813
C: 1.299 0.927 0.656
N: 0.461 1.543 0.067
H: -2.749 1.248 -0.876
H: -0.295 1.919 -0.489
H: 1.001 -0.828 -1.281
H: 0.822 -2.310 -0.321
H: 1.012 -0.826 1.787
H: 2.495 -0.839 0.821

# 14
# C4H6N2O

C4H6N2O in the gas phase (ωB97M-V/def2-TZVPD, the Open Molecules 2025 dataset).

HOMO-LUMO gap: 8.98 eV
SMILES string: [H]/N=C/C(N)=C=CO
M: 98.10 g mol⁻¹

Cartesian coordinates (Å):
H: 2.326 1.674 1.427
N: 1.503 1.115 1.209
C: 1.512 0.773 -0.015
C: 0.434 -0.074 -0.584
N: 0.622 -0.493 -1.911
C: -0.625 -0.349 0.147
C: -1.808 -0.314 0.694
O: -2.212 -1.053 1.771
H: 2.318 1.025 -0.718
H: 1.549 -0.831 -2.133
H: -0.091 -1.136 -2.229
H: -2.560 0.270 0.167
H: -2.968 -0.608 2.174

# 15
# C4H6N2O

A molecular structure, C4H6N2O at a distorted geometry (ωB97M-V/def2-TZVPD, the Open Molecules 2025 dataset).

HOMO-LUMO gap (spin up / spin down): 7.46 / 7.46 eV
M: 98.10 g mol⁻¹

Cartesian coordinates (Å):
C: 0.446 1.444 0.566
C: 0.575 0.441 -0.556
C: 0.870 -1.429 0.259
C: -0.985 -0.673 -0.716
N: -0.025 -2.210 0.151
N: -1.990 -0.221 -0.151
O: 1.217 0.630 -1.558
H: -2.487 -0.788 0.529
H: 1.853 -1.273 0.686
H: -0.709 -1.038 -1.689
H: -0.018 1.005 1.449
H: -0.181 2.271 0.227
H: 1.435 1.840 0.803

# 16
# C4H6N2O

2 unconnected molecules or ions with the total composition C4H6N2O at a distorted geometry (ωB97M-V/def2-TZVPD, the Open Molecules 2025 dataset).

HOMO-LUMO gap: 9.15 eV
SMILES string: N=C=CN.C=C=O
M: 98.10 g mol⁻¹

Cartesian coordinates (Å):
N: 1.429 1.031 -2.004
C: 1.384 0.387 -0.982
C: 1.334 -0.076 0.229
N: 2.274 -0.978 0.831
H: 1.035 0.744 -2.859
H: 0.315 0.127 0.738
H: 2.032 -1.894 0.693
H: 3.328 -0.819 0.776
C: -2.477 0.305 0.549
C: -2.016 -0.891 0.472
O: -1.584 -1.987 0.392
H: -1.655 1.006 0.638
H: -3.418 0.825 0.310

# 17
# C4H6N2O

C4H6N2O in the gas phase at a distorted geometry (ωB97M-V/def2-TZVPD, the Open Molecules 2025 dataset).

HOMO-LUMO gap: 8.65 eV
SMILES string: Nc1cocc1N
M: 98.11 g mol⁻¹

Cartesian coordinates (Å):
N: -1.451 -0.586 1.141
C: -0.253 -0.067 0.625
C: 0.516 0.858 1.248
O: 1.559 1.293 0.485
C: 1.366 0.688 -0.700
C: 0.319 -0.197 -0.665
N: -0.280 -0.845 -1.687
H: -1.661 -0.039 2.065
H: -1.489 -1.682 1.365
H: 0.616 1.243 2.206
H: 1.908 1.128 -1.589
H: 0.219 -0.987 -2.536
H: -1.368 -0.807 -1.960

# 18
# C4H6N2O

2 unconnected molecules or ions with the total composition C4H6N2O at a distorted geometry (ωB97M-V/def2-TZVPD, the Open Molecules 2025 dataset).

HOMO-LUMO gap: 10.13 eV
SMILES string: c1cn[nH]c1.C=O
M: 98.10 g mol⁻¹

Cartesian coordinates (Å):
C: 0.777 -1.323 -0.362
C: -0.154 -0.260 -0.412
N: 0.421 0.916 -0.231
N: 1.727 0.641 -0.141
C: 1.993 -0.681 -0.247
H: 0.613 -2.395 -0.366
H: -1.210 -0.209 -0.645
H: 2.364 1.412 -0.032
H: 3.008 -1.041 -0.355
C: -2.419 0.758 0.632
O: -2.014 -0.192 1.254
H: -3.489 0.848 0.388
H: -1.722 1.516 0.231

# 19
# C4H6N2O

2 unconnected molecules or ions with the total composition C4H6N2O at a distorted geometry (ωB97M-V/def2-TZVPD, the Open Molecules 2025 dataset).

HOMO-LUMO gap (spin up / spin down): 8.62 / 8.62 eV
M: 98.10 g mol⁻¹

Cartesian coordinates (Å):
C: 2.271 -0.007 -0.355
C: 1.366 -1.017 -0.899
N: 0.634 -1.810 -1.318
C: -0.949 0.786 -0.621
C: -1.587 0.535 0.624
O: -2.891 0.420 0.935
N: -0.623 0.212 1.412
H: 3.256 -0.443 -0.167
H: 1.838 0.378 0.572
H: 2.366 0.818 -1.065
H: -1.314 0.051 -1.362
H: -3.431 0.554 0.142
H: -0.935 -0.477 2.102